{"formula": "H12O6", "method": "wB97M-V/def2-TZVPD", "smiles": "O.O.O.O.O.O", "lumo_ev": 0.22, "multiplicity": 1, "gap_ha": 0.365, "total_energy_ev": -12478.3103, "relative_energy_kj_mol": 270.5, "e_homo_ev": -9.7, "elements": ["H", "O", "O", "H", "H", "H", "H", "H", "H", "O", "H", "H", "H", "H", "O", "O", "H", "O"], "positions_angstrom": [[5.000, 0.675, 1.264], [0.282, -1.549, -0.405], [-3.513, 1.788, 0.393], [-3.517, 2.017, 1.329], [-1.598, -1.196, -1.090], [-0.565, -1.660, 1.619], [1.077, -1.783, 0.087], [4.120, 0.962, 0.058], [0.490, -0.693, -0.795], [-0.928, -0.826, 1.300], [-2.657, 2.100, 0.079], [1.946, 1.136, -1.855], [0.457, 0.961, -1.607], [-0.927, -0.258, 2.079], [-2.461, -1.228, -0.663], [1.288, 1.137, -1.151], [-2.977, -1.821, -1.220], [4.482, 0.236, 0.580]]}



{"formula": "C23H43BBr2F5IN2O3P", "method": "wB97M-V/def2-TZVPD", "total_charge": 1, "smiles": "CC[C@@H](F)[C@]1(F)[C@](CNC)([C@@H](Br)CC)[C@](CB(O)O)(C(F)(F)F)[C@@](Br)(CC(C)C)[N@H+]([PH2]=O)[C@]1(C)CCCI", "lumo_ev": -2.83, "multiplicity": 1, "gap_ha": 0.318, "total_energy_ev": -205403.1396, "e_homo_ev": -11.5, "elements": ["H", "H", "O", "H", "C", "C", "H", "C", "C", "O", "H", "H", "H", "H", "C", "H", "H", "P", "C", "C", "H", "H", "H", "C", "C", "C", "H", "H", "H", "I", "F", "F", "C", "H", "H", "H", "H", "C", "C", "Br", "H", "H", "H", "Br", "H", "C", "C", "F", "C", "H", "N", "H", "C", "B", "F", "H", "H", "F", "H", "H", "C", "H", "C", "C", "C", "H", "H", "H", "H", "H", "H", "C", "H", "H", "N", "H", "O", "H", "H", "C", "H"], "positions_angstrom": [[-2.090, -4.657, 1.535], [-3.608, -3.866, 1.939], [0.445, -3.398, -3.643], [1.355, -3.181, -3.868], [-3.261, 2.829, 0.117], [0.593, 2.660, 2.207], [0.603, 3.764, -0.719], [-1.251, -2.016, 0.598], [-0.277, 1.396, 2.268], [-0.451, -4.165, -1.588], [-1.941, -1.625, -0.144], [0.071, -1.050, -2.665], [0.260, 0.714, 2.889], [-2.623, -1.882, 2.098], [-4.013, 2.617, 1.425], [5.474, -0.037, -2.711], [-3.483, 3.857, -0.177], [0.759, 2.980, -1.855], [3.450, 0.631, -2.872], [0.547, -1.495, 2.218], [-1.687, -0.034, -1.989], [-0.293, -2.463, 5.393], [-0.284, -5.037, -1.974], [4.492, -0.351, -2.359], [-2.133, 0.602, -1.242], [1.997, 0.231, -2.571], [-1.190, 3.351, 0.601], [0.195, -0.621, 4.170], [4.305, -1.347, -2.758], [-4.026, 4.289, 2.732], [2.380, -2.499, -1.714], [1.573, -3.202, 0.154], [-2.704, -3.777, 1.342], [-2.997, -3.790, 0.287], [1.879, -0.771, -2.965], [-0.692, 4.357, 2.709], [-2.649, 1.376, -1.799], [1.990, -2.096, -0.470], [0.144, 3.799, 3.115], [2.663, 1.111, 0.026], [4.552, -0.400, -1.276], [-1.250, -3.224, 4.130], [1.364, 0.830, -3.237], [2.361, -0.957, 2.806], [-3.735, 1.740, 1.989], [1.353, 0.299, -1.137], [-0.794, 0.515, 1.026], [-1.416, 1.713, 2.978], [-0.056, -1.663, -1.778], [-1.619, 3.179, -1.077], [-1.983, -2.561, 1.716], [3.135, 1.697, -4.755], [-0.285, -1.361, 3.534], [0.061, -3.162, -2.343], [3.088, -1.669, 0.133], [0.508, -3.312, 4.083], [-0.744, -2.870, 0.163], [-2.101, 0.205, 1.409], [0.682, -2.551, 2.043], [-1.108, -1.608, -1.565], [-0.338, -2.669, 4.325], [2.983, -0.045, -4.909], [-1.728, 2.712, -0.091], [-0.106, -0.945, 0.858], [-1.096, 1.286, -0.315], [-2.877, 0.038, -0.695], [4.578, 0.696, -4.729], [-5.064, 2.534, 1.167], [-1.275, -0.970, 3.355], [3.688, 1.630, -2.499], [-3.775, 2.246, -0.640], [3.540, 0.747, -4.405], [-0.250, 1.070, -2.159], [1.585, 2.363, 2.525], [0.179, 1.330, -1.266], [2.115, 2.746, -2.026], [-0.064, 3.261, -3.035], [-0.116, 3.453, 4.111], [0.977, 4.496, 3.211], [0.792, -1.072, -0.578], [0.720, 3.055, 1.209]]}



{"formula": "C13H23ClI2NP2Y", "method": "wB97M-V/def2-TZVPD", "total_charge": 2, "lumo_ev": -7.24, "multiplicity": 1, "gap_ha": 0.220, "total_energy_ev": -63674.7491, "relative_energy_kj_mol": 0.0, "e_homo_ev": -13.2, "elements": ["C", "H", "H", "P", "H", "I", "H", "H", "C", "H", "H", "Y", "C", "C", "H", "H", "N", "H", "H", "H", "H", "H", "H", "C", "C", "C", "C", "H", "H", "H", "C", "C", "H", "P", "H", "H", "I", "C", "C", "C", "Cl", "H", "H"], "positions_angstrom": [[-1.250, 4.199, -2.234], [-0.630, -2.176, -4.584], [-3.644, 2.743, 0.319], [-1.610, 2.910, -0.990], [-0.164, -3.494, -0.103], [1.913, 2.561, 2.484], [2.188, -2.818, 1.669], [3.956, 0.906, 4.396], [-0.115, -2.803, -3.844], [0.963, -2.604, -3.892], [-2.631, -3.546, -1.170], [-0.646, 0.376, -1.727], [3.353, -2.305, 3.424], [3.455, 0.030, 3.982], [0.326, -4.480, -1.523], [-1.259, 3.086, 1.367], [0.550, -0.106, 0.161], [-0.164, 4.335, -2.325], [-3.949, 2.648, -1.443], [-2.187, -4.252, -2.763], [1.337, 0.451, 3.988], [-1.117, 4.708, 0.611], [-3.606, 4.246, -0.672], [-3.386, 3.169, -0.660], [3.953, -1.245, 4.142], [0.279, -3.465, -1.107], [-0.886, 3.640, 0.505], [-1.654, 3.864, -3.198], [3.598, -3.331, 3.697], [-0.315, -3.864, -4.050], [1.923, -0.736, 2.242], [-2.324, -3.320, -2.198], [0.200, 3.496, 0.463], [-0.747, -2.395, -2.173], [1.289, -3.041, -1.034], [-3.094, -2.702, -2.673], [0.141, 3.653, 3.998], [1.154, -0.387, 1.142], [2.168, 0.190, 3.338], [2.474, -2.032, 2.366], [-2.855, 0.217, -2.875], [-1.726, 5.141, -1.927], [4.737, -1.465, 4.873]]}



{"formula": "C51H84O15S5", "method": "wB97M-V/def2-TZVPD", "smiles": "CCOS(C)(=O)=O.CCOS(C)(=O)=O.CCOS(C)(=O)=O.CCOS(C)(=O)=O.CCOS(C)(=O)=O.c1ccccc1.c1ccccc1.c1ccccc1.c1ccccc1.c1ccccc1.CCCCCC", "lumo_ev": 0.10, "multiplicity": 1, "gap_ha": 0.330, "total_energy_ev": -139132.6116, "relative_energy_kj_mol": 0.0, "e_homo_ev": -8.9, "elements": ["H", "C", "H", "H", "S", "H", "H", "O", "C", "H", "H", "C", "C", "H", "C", "C", "H", "H", "H", "H", "H", "O", "H", "H", "H", "H", "O", "S", "H", "H", "C", "H", "H", "H", "C", "C", "H", "H", "C", "C", "H", "H", "C", "C", "H", "H", "H", "C", "H", "C", "O", "H", "H", "O", "C", "H", "H", "C", "H", "H", "H", "H", "C", "C", "H", "C", "O", "H", "C", "H", "C", "C", "C", "H", "O", "H", "C", "H", "S", "H", "H", "C", "C", "H", "O", "H", "C", "H", "H", "C", "H", "H", "C", "C", "C", "H", "C", "C", "O", "O", "H", "H", "C", "H", "H", "H", "H", "H", "H", "H", "S", "C", "C", "C", "C", "H", "H", "H", "C", "H", "C", "S", "H", "C", "H", "H", "H", "H", "C", "H", "O", "H", "O", "H", "C", "H", "C", "H", "C", "C", "C", "H", "H", "H", "O", "H", "C", "C", "H", "O", "O", "C", "H", "H", "H"], "positions_angstrom": [[-1.408, 3.808, -0.611], [-3.391, 5.354, 1.848], [3.499, 0.282, 4.089], [6.027, 3.515, 1.324], [-5.674, -0.218, -1.250], [1.597, -2.355, 5.533], [-3.143, 7.018, -0.525], [-4.102, -2.788, 1.879], [-4.219, 7.175, -0.639], [-6.793, -1.538, 1.526], [3.374, -3.387, 4.224], [3.931, 0.975, 2.094], [-0.971, -3.746, -2.019], [6.806, -7.160, -0.446], [-2.308, 1.255, 3.306], [1.351, -2.618, 4.504], [0.057, 3.000, -6.028], [2.593, -4.400, -0.875], [7.687, -6.514, -1.808], [2.453, -0.408, -1.604], [-3.672, 9.199, -0.654], [-2.564, -4.600, 1.212], [-3.677, 0.805, -0.534], [1.519, 4.793, -0.948], [-1.708, -1.362, 2.585], [-2.018, -1.199, -3.988], [-5.402, -1.460, -1.931], [3.303, -3.980, 1.391], [4.532, -3.210, -1.609], [-4.347, 8.764, 0.934], [-0.303, 0.341, 5.029], [3.192, 1.417, -4.131], [1.623, -5.308, 0.332], [6.051, -2.363, -4.146], [1.385, -0.375, -1.830], [2.117, -4.367, 0.105], [-1.849, 0.285, 6.505], [0.408, -0.103, 5.713], [6.685, -6.616, -1.384], [4.663, 1.841, 1.292], [-1.261, -4.319, -1.148], [4.741, -0.091, -3.949], [4.945, 1.880, 4.076], [5.453, -3.021, -2.173], [-1.675, 2.127, -0.219], [5.109, -5.165, -0.729], [6.261, 3.531, 3.741], [-7.147, -1.565, 0.495], [-3.449, 2.545, -2.581], [6.074, -4.393, -2.429], [3.877, -2.698, 1.015], [7.100, -4.292, -2.798], [-6.524, -2.353, 0.058], [4.007, -5.166, 1.841], [-1.624, 0.494, 5.464], [-3.550, -2.100, 4.294], [-0.602, -2.791, 2.292], [2.891, 2.238, -3.495], [4.719, 2.321, -2.330], [3.759, 3.959, -0.719], [-0.834, 3.173, 0.951], [4.267, -0.462, -2.358], [-1.513, -2.265, 2.015], [-0.970, 2.950, -0.108], [-2.227, 4.771, -2.909], [-2.719, 2.711, -3.363], [-3.670, 4.364, -0.669], [6.093, -7.210, -2.079], [0.370, 2.560, -0.705], [0.979, 0.482, 3.305], [-8.600, -1.970, 0.314], [-2.646, 0.852, 4.609], [-3.308, -3.450, 5.941], [6.659, -4.638, -0.401], [-6.932, -0.334, -0.221], [-3.965, -0.854, 0.208], [-0.247, -2.333, -4.328], [-1.916, -2.364, 4.702], [0.588, -0.066, -0.262], [-3.001, 4.473, 2.353], [-8.811, -2.508, -0.606], [4.056, 0.973, 3.471], [-2.095, 3.923, -3.569], [-1.439, -1.951, 0.974], [-5.514, 4.067, 0.986], [-9.156, -1.044, 0.465], [-1.318, 1.674, -5.046], [0.718, -4.943, -2.371], [-8.898, -2.670, 1.099], [3.200, 3.636, -1.591], [-2.453, -3.821, 6.512], [0.256, 2.322, -1.766], [2.592, -2.856, 3.678], [-1.758, -2.686, -2.461], [1.632, 2.783, -3.657], [0.079, 4.040, -2.915], [5.497, 2.773, 1.909], [-0.011, 0.643, 3.717], [1.013, 1.467, -0.010], [2.191, -3.654, 2.557], [-4.809, 0.564, 0.849], [5.482, -4.889, -3.205], [0.176, -4.075, -2.728], [1.073, -1.330, -2.245], [-4.480, 7.072, -1.694], [1.426, -3.531, 0.001], [-2.539, 5.896, 1.438], [-3.745, -2.692, 6.589], [5.971, -0.232, -2.786], [-3.661, 0.867, 4.981], [-2.864, -3.500, 2.092], [5.035, -0.710, -3.095], [-4.365, 0.125, -0.040], [-1.365, -1.957, -3.577], [1.093, 3.704, -2.750], [-5.361, 9.081, -0.450], [-3.988, -4.290, 5.807], [-0.707, 1.346, 1.855], [-0.708, 2.907, -5.267], [0.737, -1.847, 4.035], [3.720, 2.713, -2.463], [-4.431, 4.832, 0.472], [6.025, -2.420, -1.456], [5.644, 2.765, 3.282], [0.691, -3.486, 4.580], [0.979, 2.524, -4.483], [4.596, 1.890, 0.213], [-3.077, 1.412, 2.554], [-2.379, 1.607, -4.151], [1.178, 0.437, -2.523], [-5.088, 6.277, 0.053], [4.314, -2.489, -3.904], [-5.838, 0.981, -2.030], [5.182, 1.747, 5.124], [5.252, -2.183, -3.428], [-0.556, 4.954, -4.669], [6.120, -5.227, -1.151], [3.300, 0.213, 1.648], [-4.431, 8.599, -0.139], [-1.068, 4.012, -4.513], [-2.866, -2.900, 4.596], [2.947, -1.891, 3.310], [1.377, -3.691, -4.497], [1.085, 3.379, -0.662], [-2.768, -3.954, 3.654], [-0.994, 0.770, -5.545], [-1.019, 1.104, 2.857], [1.893, 4.097, -1.689], [-2.999, 0.724, -4.060], [-0.833, -0.134, -0.506], [1.120, -0.935, 0.767], [0.546, -3.392, -3.870], [-2.694, -2.476, -1.960], [-4.002, 6.005, 2.463], [0.070, -1.818, -5.224]]}



{"formula": "CH12O4", "method": "wB97M-V/def2-TZVPD", "smiles": "C.O.O.O.O", "lumo_ev": 0.53, "multiplicity": 1, "gap_ha": 0.428, "total_energy_ev": -9418.8527, "relative_energy_kj_mol": 335.3, "e_homo_ev": -11.1, "elements": ["H", "H", "H", "H", "H", "H", "O", "H", "H", "O", "H", "C", "H", "H", "O", "O", "H"], "positions_angstrom": [[-0.436, -1.170, 0.889], [-1.195, 2.242, -1.099], [-0.186, 0.232, 1.901], [2.156, -0.496, -0.364], [2.924, 0.517, 1.086], [0.085, -0.925, -0.982], [0.516, -0.415, 1.885], [1.480, -0.277, 1.681], [-0.732, -2.611, 0.232], [2.564, -0.040, 0.417], [-1.371, 0.722, -0.673], [-2.031, 1.603, -0.780], [-2.515, 1.753, 0.187], [-2.895, 1.638, -1.430], [-1.031, -1.694, 0.250], [0.978, -0.774, -1.391], [1.688, -0.304, -1.809]]}



{"formula": "C35H49BN4O20S2", "method": "wB97M-V/def2-TZVPD", "lumo_ev": -0.38, "multiplicity": 1, "gap_ha": 0.260, "total_energy_ev": -106348.0995, "e_homo_ev": -7.5, "elements": ["C", "C", "C", "O", "O", "C", "O", "C", "O", "N", "H", "H", "H", "O", "H", "C", "H", "O", "C", "H", "H", "O", "H", "C", "H", "C", "N", "H", "C", "H", "H", "C", "C", "H", "S", "O", "O", "H", "C", "H", "B", "S", "C", "H", "O", "H", "H", "C", "C", "H", "O", "H", "C", "O", "O", "H", "H", "C", "H", "C", "C", "H", "C", "H", "C", "H", "H", "O", "C", "H", "H", "C", "H", "C", "C", "H", "H", "O", "H", "H", "H", "C", "C", "H", "O", "O", "H", "H", "N", "O", "H", "C", "H", "H", "H", "H", "C", "H", "H", "H", "N", "C", "H", "C", "H", "O", "H", "C", "C", "O", "C"], "positions_angstrom": [[3.125, 2.237, -3.656], [-4.159, -0.460, 7.899], [1.938, 5.079, -8.303], [3.572, -5.260, -1.373], [4.142, -7.358, -1.916], [2.026, 2.736, -2.759], [2.578, 5.113, -9.501], [4.294, -6.039, -2.222], [-5.225, -1.121, 7.203], [2.008, -3.343, 2.690], [3.742, 1.375, 9.783], [2.854, 2.336, -4.712], [2.921, -1.384, 10.624], [-5.231, -2.841, 5.745], [2.590, 1.678, 11.104], [-3.562, 1.173, -1.018], [0.221, 1.826, -7.579], [1.441, -0.604, -2.899], [2.305, -5.596, 0.687], [1.870, 5.547, -11.415], [0.438, -1.985, -0.267], [1.106, 1.634, -2.795], [-1.185, 2.626, -6.855], [2.688, 1.441, 10.042], [-3.198, 0.262, 6.105], [-0.048, -1.905, 1.837], [-3.643, 1.166, 0.413], [-4.381, -0.900, 0.544], [2.675, -6.138, -0.672], [1.775, -6.248, -1.286], [-2.721, 0.768, -7.467], [0.745, 2.082, 9.130], [-0.953, 5.250, -10.355], [-1.504, -0.681, 2.983], [-4.018, 2.415, -1.940], [-2.323, -2.759, 0.875], [-3.299, -1.783, 6.259], [-2.991, 3.112, 1.088], [-0.378, 1.914, -6.672], [-0.257, -1.448, 3.949], [-1.241, -2.976, 1.700], [-2.872, -0.330, -1.776], [0.372, 0.317, 3.016], [4.480, 3.902, -3.752], [0.591, 5.220, -8.466], [-0.636, -1.142, -1.886], [-1.519, -0.032, 0.719], [-2.002, 0.012, -7.139], [1.938, -0.914, 10.617], [0.477, 6.755, -9.824], [-0.126, 2.778, 8.722], [1.550, -6.225, 1.159], [-4.081, 0.024, 1.014], [-2.672, -0.881, -6.238], [4.970, -5.630, -3.108], [-1.949, -4.214, 3.017], [-1.747, 5.583, -9.687], [-1.668, -0.409, 7.446], [-1.525, -1.117, 8.265], [-3.343, 2.123, 1.349], [-3.060, -0.504, 6.875], [2.345, 2.878, -1.724], [-0.916, 0.569, -6.256], [4.736, 2.842, -2.354], [-0.432, -0.928, 2.994], [-0.701, 0.647, -1.987], [-3.931, -1.035, 8.800], [2.036, 2.473, 9.292], [-0.663, -0.117, 0.042], [-4.245, -0.408, 3.179], [-0.090, -0.142, -6.147], [1.567, 5.023, -10.511], [0.242, 2.338, -5.882], [1.148, -2.688, 2.307], [1.847, 0.511, -3.000], [-1.618, -0.521, -8.006], [-0.119, 0.840, 0.119], [-1.597, 0.639, -4.996], [-1.124, 5.678, -11.343], [-3.138, -2.849, 1.388], [1.559, 3.649, -3.122], [0.395, 5.664, -9.821], [-2.509, -0.364, -4.989], [5.251, 2.318, -3.945], [-1.156, -4.135, 2.467], [2.480, 4.941, -7.255], [3.173, -5.541, 1.344], [-1.471, 0.596, 7.817], [-3.549, 1.580, 2.518], [0.581, 0.782, 9.504], [2.863, -8.302, -0.562], [3.479, -7.409, -0.646], [1.408, 3.967, -10.740], [2.204, -0.130, 8.640], [1.362, -0.782, 0.620], [1.192, -1.666, 10.359], [-4.007, 0.290, 2.384], [-1.033, 4.163, -10.428], [-0.926, -0.653, 6.684], [1.914, -4.587, 0.600], [0.966, 1.289, 3.142], [0.354, -1.203, 0.504], [-4.441, 0.552, 8.180], [-1.072, -0.233, -1.465], [1.707, -0.571, 11.627], [-3.077, -0.728, -4.008], [4.242, -7.420, 0.136], [-4.646, -1.997, 6.343], [4.473, 2.866, -3.413], [3.122, 0.833, -3.339], [1.901, 0.226, 9.629]]}